# 1
79
Properties=species:S:1:pos:R:3:lowdin_spin:R:1 method="wB97M-V/def2-TZVPD" spin_multiplicity=2 largest_force_ev_per_a=0.6 charge=-2 e_above_lowest_kcal_mol=0.0 s_squared=0.753 e_tot_ev=-313847.353
Cu -0.587 0.038 0.318 0.74
C -2.043 -2.205 5.180 0.00
S -3.345 -1.103 4.597 0.00
C -2.890 -1.086 2.841 0.00
S -2.424 -2.516 2.087 0.01
N -3.090 0.113 2.352 0.00
N -2.567 0.424 1.146 0.05
C -3.270 1.218 0.426 0.00
C -2.666 1.831 -0.757 0.00
C -3.404 2.618 -1.636 0.00
C -2.771 3.146 -2.744 0.00
C -1.423 2.889 -2.945 0.00
C -0.757 2.108 -2.013 0.00
N -1.365 1.612 -0.942 0.01
H -2.046 -2.145 6.271 0.00
H -2.216 -3.229 4.859 0.00
H -1.081 -1.863 4.802 0.00
H -4.294 1.448 0.704 0.00
H -4.458 2.780 -1.453 0.00
H -3.328 3.747 -3.454 0.00
H -0.896 3.270 -3.809 0.00
H 0.291 1.849 -2.101 0.00
O 3.045 -0.530 -1.488 0.01
C 1.997 -0.761 -0.879 0.00
O 1.032 0.076 -0.789 0.08
C 1.853 -2.114 -0.206 0.00
C 2.632 -2.231 1.114 0.00
Ge 4.288 -1.260 1.365 0.00
C 5.720 -2.139 0.343 0.00
C 5.565 -3.463 -0.070 0.00
C 6.581 -4.141 -0.732 0.00
C 7.784 -3.501 -0.995 0.00
C 7.959 -2.184 -0.595 0.00
C 6.936 -1.513 0.066 0.00
C 4.808 -1.632 3.234 0.00
C 5.869 -0.952 3.837 0.00
C 6.283 -1.249 5.128 0.00
C 5.635 -2.241 5.853 0.00
C 4.578 -2.929 5.275 0.00
C 4.173 -2.626 3.980 0.00
C 4.488 0.667 1.183 0.00
C 4.225 1.496 2.274 0.00
C 4.417 2.869 2.198 0.00
C 4.882 3.438 1.021 0.00
C 5.141 2.628 -0.076 0.00
C 4.941 1.256 0.002 0.00
H 2.258 -2.836 -0.918 0.00
H 0.803 -2.343 -0.025 0.00
H 2.903 -3.279 1.275 0.00
H 2.005 -1.932 1.954 0.00
H 4.630 -3.979 0.115 0.00
H 6.429 -5.167 -1.046 0.00
H 8.578 -4.024 -1.516 0.00
H 8.893 -1.674 -0.801 0.00
H 7.092 -0.483 0.366 0.00
H 6.383 -0.169 3.290 0.00
H 7.106 -0.700 5.571 0.00
H 5.947 -2.470 6.865 0.00
H 4.057 -3.696 5.835 0.00
H 3.332 -3.165 3.562 0.00
H 3.831 1.075 3.190 0.00
H 4.181 3.490 3.054 0.00
H 5.025 4.511 0.953 0.00
H 5.480 3.066 -1.008 0.00
H 5.103 0.641 -0.872 0.00
Br 0.465 0.120 2.433 0.07
Br -0.672 -5.445 -5.198 0.00
C -1.748 -4.751 -3.791 0.00
C -2.753 -5.537 -3.263 0.00
N -3.528 -5.115 -2.265 0.00
C -3.311 -3.888 -1.791 0.00
C -2.333 -3.024 -2.279 0.00
C -1.520 -3.477 -3.304 0.00
C -2.188 -1.622 -1.719 0.00
O -2.906 -0.738 -2.198 0.00
O -1.341 -1.534 -0.797 0.02
H -2.928 -6.533 -3.652 0.00
H -3.928 -3.567 -0.960 0.00
H -0.726 -2.857 -3.700 0.00

***

# 2
19
Properties=species:S:1:pos:R:3:lowdin_charge:R:1 method="wB97M-V/def2-TZVPD" spin_multiplicity=1 largest_force_ev_per_a=9.6 charge=+2 e_above_lowest_kcal_mol=79.0 smiles="CC1(C)NC=[NH+]C1=[NH2+]" e_tot_ev=-9814.516
C -1.569 0.401 -0.386 0.06
C -0.111 0.399 0.131 -0.45
C 0.730 1.363 -0.719 0.06
N -0.057 0.763 1.518 0.20
C 0.576 -0.407 2.296 0.23
N 0.921 -1.346 1.387 0.19
C 0.498 -1.003 0.157 -0.21
N 0.490 -1.823 -0.801 0.33
H -2.220 0.055 0.390 0.10
H -1.565 -0.094 -1.257 0.06
H -1.902 1.497 -0.417 0.15
H 0.060 2.146 -1.116 0.12
H 1.130 0.835 -1.577 0.11
H 1.410 1.788 -0.117 0.06
H -0.633 1.426 1.917 0.14
H 0.536 -0.463 3.429 0.21
H 1.594 -2.131 1.578 0.24
H 0.281 -1.578 -1.808 0.21
H 0.941 -2.730 -0.806 0.18